1.
This record from the OMol25 dataset describes a 2-piece molecular cluster, CH3N4O overall. The level of theory is ωB97M-V/def2-TZVPD.

```
9
Properties=species:S:1:pos:R:3:forces:R:3
C 1.859464 0.213065 -0.281634 1.109 -0.828 -1.695
N -2.102917 -0.589339 1.576851 0.597 -0.360 0.841
N -0.797585 0.231598 -0.079497 -1.608 0.164 0.427
N -1.577980 -0.205061 0.613923 1.434 0.665 -0.262
N 1.369368 0.287723 -1.430583 -2.895 -0.165 5.037
O 2.297590 0.001352 0.745697 -0.205 0.310 0.921
H -3.052831 -0.793207 1.751241 -1.454 -0.226 -0.193
H -0.010054 0.436139 -0.799349 0.418 -0.348 -1.363
H 2.014947 0.417730 -2.096650 2.603 0.789 -3.713
```
Positions in Å, forces in eV/Å.

The value obtained for the gap between HOMO and LUMO is 10.917 eV. As for the total charge: +1. The value obtained for the calculated total energy is -333.76349 a.u.

natural (NBO) atomic charge list, values in e, 8 entries: C 0.90; N -0.30; N -0.20; N 0.43; N -0.83; O -0.36; H 0.45; H 0.47

2.
This record from the OMol25 dataset describes CH3N4P as an isolated structure. The level of theory is ωB97M-V/def2-TZVPD.

```
9
Properties=species:S:1:pos:R:3:forces:R:3
C 0.505894 -0.944120 1.178092 0.009 0.410 -1.507
N 1.681632 -0.393842 1.306065 -2.466 -1.603 1.108
N 1.801696 0.622735 0.469945 3.739 2.947 -1.523
N 0.834494 1.079025 -0.174905 0.036 -0.402 0.501
N -1.247205 0.174276 -1.291299 -1.486 -0.027 -1.482
P -0.525709 0.190669 0.208036 -0.732 0.988 -0.349
H 0.051274 -1.570473 1.877624 -0.108 -1.298 1.018
H -2.210874 0.523382 -1.306391 0.563 -0.529 0.382
H -0.891201 0.318347 -2.267167 0.444 -0.487 1.853
```
Positions in Å, forces in eV/Å.

The value obtained for the gap between HOMO and LUMO is 8.254 eV. As for the total charge: 0. The value obtained for the calculated total energy is -600.18244 a.u.

natural (NBO) atomic charge list, values in e, 8 entries: C -0.26; N -0.24; N -0.03; N -0.48; N -1.16; P 1.13; H 0.22; H 0.40

3.
This record from the OMol25 dataset describes one molecule with the formula CH3N4P. The level of theory is ωB97M-V/def2-TZVPD.

```
9
Properties=species:S:1:pos:R:3:forces:R:3
N 1.349964 -0.343262 -0.934036 3.470 3.280 0.734
P 0.335416 -0.614635 0.299467 -1.474 0.782 3.191
C -0.499609 0.952123 0.847921 -0.333 -2.892 -2.082
N -1.761914 0.782689 0.626259 0.861 2.391 2.233
N -2.057421 -0.325356 -0.066256 -1.147 -1.213 -1.496
N -1.078971 -1.014161 -0.410482 -1.022 -1.862 -1.180
H 2.217156 0.061292 -0.391221 -1.601 -1.179 -2.060
H 1.584898 -1.138582 -1.452028 0.708 -1.368 -0.853
H -0.089519 1.639893 1.480376 0.537 2.062 1.513
```
Positions in Å, forces in eV/Å.

The value obtained for the gap between HOMO and LUMO is 8.244 eV. As for the total charge: 0. The value obtained for the calculated total energy is -600.17696 a.u. Its SMILES is NP1=CN=NN=1.

natural (NBO) atomic charge list, values in e, 8 entries: N -1.14; P 1.11; C -0.21; N -0.28; N 0.01; N -0.51; H 0.39; H 0.41

4.
This record from the OMol25 dataset describes an isolated ion of composition CH3N4Si and charge -1. The level of theory is ωB97M-V/def2-TZVPD.

```
9
Properties=species:S:1:pos:R:3:forces:R:3
C 0.398750 -1.389304 -1.044716 -0.530 -0.578 -0.949
N -2.747581 0.238167 1.473603 -0.732 -1.187 0.889
N 0.420181 -2.282938 -1.798631 -0.099 1.170 1.227
N -1.012143 0.936334 0.120175 -0.086 -1.097 -0.778
N -1.845801 0.427891 0.825422 -0.068 1.852 -0.541
Si 0.707502 0.285133 -0.065440 1.951 -0.483 2.243
H 0.824298 0.734110 1.566598 0.123 -0.809 -1.516
H 2.212268 -0.270220 -0.098638 -0.630 0.174 0.363
H 1.042526 1.320826 -0.978373 0.071 0.956 -0.939
```
Positions in Å, forces in eV/Å.

The value obtained for the gap between HOMO and LUMO is 8.863 eV. As for the total charge: -1. The value obtained for the calculated total energy is -548.38895 a.u.

natural (NBO) atomic charge list, values in e, 8 entries: C -0.06; N -0.23; N -0.46; N -0.65; N 0.24; Si 0.87; H -0.24; H -0.27

5.
This record from the OMol25 dataset describes an isolated ion of composition CH3N4Si and charge -1. The level of theory is ωB97M-V/def2-TZVPD.

```
9
Properties=species:S:1:pos:R:3:forces:R:3
C -0.348704 -0.013628 -0.010028 -2.533 -1.473 0.371
N -2.408582 -0.656411 0.158520 -0.988 1.081 -0.259
N -1.216020 -1.135410 0.231412 2.597 0.472 -0.077
N -0.994015 1.084197 -0.228111 -3.202 -0.535 0.224
N -2.508110 0.593401 -0.099277 3.370 0.530 -0.205
Si 1.457788 0.072616 -0.009244 1.780 -1.544 -0.177
H 1.857081 1.281455 0.835269 0.110 -0.618 -0.675
H 1.990182 0.047962 -1.505115 -0.284 0.359 1.458
H 2.170377 -1.274183 0.626570 -0.849 1.727 -0.659
```
Positions in Å, forces in eV/Å.

The value obtained for the gap between HOMO and LUMO is 8.459 eV. As for the total charge: -1. The value obtained for the calculated total energy is -548.39333 a.u.

natural (NBO) atomic charge list, values in e, 8 entries: C -0.23; N -0.10; N -0.40; N -0.40; N -0.21; Si 0.86; H -0.16; H -0.17

6.
This record from the OMol25 dataset describes one molecule with the formula CH3N5O. The level of theory is ωB97M-V/def2-TZVPD.

```
10
Properties=species:S:1:pos:R:3:forces:R:3
N 2.085671 -1.095415 -0.730859 0.949 -0.181 -1.706
N 1.578344 -0.259235 0.226782 -1.139 0.373 0.249
C 0.362190 0.058003 0.127566 -0.442 0.173 0.075
N -0.604075 -0.225222 -0.899661 0.211 -0.155 -0.177
N -1.734223 0.129635 -0.528636 0.626 0.161 0.797
N -1.664013 0.568894 0.792553 0.256 -0.669 -0.549
O -0.315499 0.795430 1.086277 0.793 -0.257 0.139
H 1.724274 -0.939164 -1.706361 0.427 -0.146 1.381
H 3.117754 -1.045346 -0.713251 -1.072 0.064 -0.054
H -2.123112 1.442443 0.942744 -0.610 0.636 -0.154
```
Positions in Å, forces in eV/Å.

The value obtained for the gap between HOMO and LUMO is 8.534 eV. As for the total charge: 0. The value obtained for the calculated total energy is -388.78434 a.u. Its SMILES is N/N=c1\nn[nH]o1.

natural (NBO) atomic charge list, values in e, 8 entries: N -0.64; N -0.28; C 0.50; N -0.23; N 0.05; N -0.16; O -0.33; H 0.36

7.
This record from the OMol25 dataset describes one molecule with the formula CH3N5O2. The level of theory is ωB97M-V/def2-TZVPD.

```
11
Properties=species:S:1:pos:R:3:forces:R:3
N 0.606099 -1.251571 -0.263253 0.360 -0.951 0.639
N 0.691206 0.145644 0.214189 0.120 -1.537 -1.647
O 1.005656 0.284632 1.554252 -1.861 0.372 0.103
N -0.294495 0.617813 2.244476 -2.783 0.749 -3.517
N -1.206265 0.883372 1.375330 4.579 -0.962 1.612
C -0.584004 0.768916 -0.001771 -1.154 -1.112 4.392
N -1.293850 0.958205 -1.021221 0.048 0.692 1.382
O -0.604619 0.788540 -2.125829 2.100 -0.948 -1.850
H 1.585685 -1.724570 -0.258643 -2.532 1.361 0.330
H -0.198008 -1.894464 0.129051 2.213 1.943 -0.447
H 0.292596 0.423484 -1.846580 -1.088 0.394 -0.999
```
Positions in Å, forces in eV/Å.

The value obtained for the gap between HOMO and LUMO is 9.340 eV. As for the total charge: 0. The value obtained for the calculated total energy is -463.92366 a.u. Its SMILES is Nn1onn/c1=N/O.

natural (NBO) atomic charge list, values in e, 8 entries: N -0.72; N -0.07; O -0.25; N 0.15; N -0.15; C 0.32; N -0.04; O -0.49

8.
This record from the OMol25 dataset describes a 2-piece molecular cluster, CH3N5S overall. The level of theory is ωB97M-V/def2-TZVPD.

```
10
Properties=species:S:1:pos:R:3:forces:R:3
N -1.787545 1.342423 -0.882767 1.935 0.006 -1.422
N -0.954032 1.243986 -1.664725 -5.361 0.551 4.582
S 0.070757 1.018855 -2.697096 3.047 -0.449 -3.728
N 1.794963 0.689035 -0.529525 0.349 0.218 0.251
C 1.302784 0.151510 0.364797 0.946 0.339 0.137
N 0.765326 -0.595016 1.304475 -1.583 -0.554 -0.579
N -0.519366 -1.130807 1.015686 -0.518 -1.531 -2.655
H 0.885649 -0.508338 2.279453 0.626 0.555 0.732
H -1.203291 -0.427437 0.646258 1.086 -0.329 0.656
H -0.355245 -1.784211 0.163444 -0.525 1.195 2.025
```
Positions in Å, forces in eV/Å.

The value obtained for the gap between HOMO and LUMO is 9.989 eV. As for the total charge: 0. The value obtained for the calculated total energy is -711.76919 a.u. Its SMILES is N#[N+][S-].N#CNN.

natural (NBO) atomic charge list, values in e, 8 entries: N -0.07; N -0.19; S 0.28; N -0.40; C 0.40; N -0.50; N -0.63; H 0.41

Question: What is the calculated total energy in the eighth record?
Answer: -711.76919 a.u.

Copy entry 7 word for word.
This record from the OMol25 dataset describes one molecule with the formula CH3N5O2. The level of theory is ωB97M-V/def2-TZVPD.

```
11
Properties=species:S:1:pos:R:3:forces:R:3
N 0.606099 -1.251571 -0.263253 0.360 -0.951 0.639
N 0.691206 0.145644 0.214189 0.120 -1.537 -1.647
O 1.005656 0.284632 1.554252 -1.861 0.372 0.103
N -0.294495 0.617813 2.244476 -2.783 0.749 -3.517
N -1.206265 0.883372 1.375330 4.579 -0.962 1.612
C -0.584004 0.768916 -0.001771 -1.154 -1.112 4.392
N -1.293850 0.958205 -1.021221 0.048 0.692 1.382
O -0.604619 0.788540 -2.125829 2.100 -0.948 -1.850
H 1.585685 -1.724570 -0.258643 -2.532 1.361 0.330
H -0.198008 -1.894464 0.129051 2.213 1.943 -0.447
H 0.292596 0.423484 -1.846580 -1.088 0.394 -0.999
```
Positions in Å, forces in eV/Å.

The value obtained for the gap between HOMO and LUMO is 9.340 eV. As for the total charge: 0. The value obtained for the calculated total energy is -463.92366 a.u. Its SMILES is Nn1onn/c1=N/O.

natural (NBO) atomic charge list, values in e, 8 entries: N -0.72; N -0.07; O -0.25; N 0.15; N -0.15; C 0.32; N -0.04; O -0.49

What did the first record say?
This record from the OMol25 dataset describes a 2-piece molecular cluster, CH3N4O overall. The level of theory is ωB97M-V/def2-TZVPD.

```
9
Properties=species:S:1:pos:R:3:forces:R:3
C 1.859464 0.213065 -0.281634 1.109 -0.828 -1.695
N -2.102917 -0.589339 1.576851 0.597 -0.360 0.841
N -0.797585 0.231598 -0.079497 -1.608 0.164 0.427
N -1.577980 -0.205061 0.613923 1.434 0.665 -0.262
N 1.369368 0.287723 -1.430583 -2.895 -0.165 5.037
O 2.297590 0.001352 0.745697 -0.205 0.310 0.921
H -3.052831 -0.793207 1.751241 -1.454 -0.226 -0.193
H -0.010054 0.436139 -0.799349 0.418 -0.348 -1.363
H 2.014947 0.417730 -2.096650 2.603 0.789 -3.713
```
Positions in Å, forces in eV/Å.

The value obtained for the gap between HOMO and LUMO is 10.917 eV. As for the total charge: +1. The value obtained for the calculated total energy is -333.76349 a.u.

natural (NBO) atomic charge list, values in e, 8 entries: C 0.90; N -0.30; N -0.20; N 0.43; N -0.83; O -0.36; H 0.45; H 0.47